131
Properties=species:S:1:pos:R:3:forces:R:3:lowdin_charge:R:1 method="wB97M-V/def2-TZVPD" total_energy_ha=-3754.634460 homo_energy_ev=-7.3 homo_lumo_gap_ev=5.34 lumo_energy_ev=-1.9
C 0.514 3.611 -2.058 -0.202 0.250 0.256 -0.12
C 1.009 4.455 -0.801 0.106 -0.900 -0.515 -0.24
C 1.037 3.508 0.452 0.308 0.132 0.125 -0.24
C 1.774 4.103 1.722 -0.318 -0.349 -0.218 -0.20
C 2.614 2.957 2.453 -1.054 1.587 0.403 -0.19
C 1.648 2.217 3.465 0.634 0.394 0.511 -0.19
C 2.155 0.786 3.910 0.338 0.137 0.135 -0.14
C 1.235 -0.409 3.361 0.141 0.812 0.065 -0.27
C -0.064 -0.317 4.249 -1.219 -0.602 -0.478 -0.08
C -1.414 -0.550 3.497 -2.419 0.400 -0.736 -0.18
C -1.680 -1.638 2.557 -0.698 0.970 0.646 -0.04
C -2.937 -1.809 1.844 0.440 1.591 1.459 -0.04
C -4.036 -0.879 2.076 1.622 -0.188 0.726 -0.25
C -5.392 -1.065 1.312 0.780 1.184 0.247 -0.07
C -3.811 0.214 3.041 1.267 -1.555 -0.635 -0.05
C -2.526 0.384 3.741 -0.844 -1.557 -1.615 -0.03
C 1.170 -0.059 1.828 0.825 -0.784 0.228 -0.43
O 0.301 0.403 1.135 0.692 0.356 0.563 0.10
N 2.503 -0.480 1.381 -1.153 -0.587 -0.181 0.08
C 2.517 -1.932 1.754 1.495 -0.270 1.188 -0.50
C 3.921 -2.648 1.897 0.484 1.083 -0.414 -0.18
C 4.711 -2.864 0.548 -0.328 -0.690 0.300 -0.23
C 4.426 -4.226 -0.193 0.575 0.419 -1.733 -0.55
S 4.521 -5.706 0.894 -0.081 -0.001 0.513 0.68
P 1.246 -2.695 0.581 -1.595 -0.324 0.748 0.99
C 1.476 -2.135 -1.194 0.302 0.677 -0.497 -0.27
C 1.171 -4.568 0.695 -0.228 -0.549 -0.457 -0.31
C 2.043 -1.794 3.290 -0.323 0.614 0.572 -0.24
C 1.460 -3.068 4.002 0.658 0.456 0.214 -0.06
H 0.949 3.977 -3.025 -0.312 -0.284 0.876 0.07
H -0.604 3.635 -2.176 0.993 -0.031 0.273 0.06
H 0.822 2.542 -1.889 -0.269 0.916 -0.342 0.07
H 0.403 5.391 -0.656 0.564 -0.926 -0.078 0.11
H 2.074 4.741 -1.026 -0.922 0.000 0.350 0.09
H 1.600 2.580 0.136 -0.591 0.861 0.271 0.08
H 0.013 3.141 0.747 0.934 0.436 -0.466 0.12
H 0.980 4.510 2.416 0.946 -0.394 -0.493 0.11
H 2.418 4.990 1.454 -0.477 -0.983 0.073 0.10
H 3.395 3.516 3.048 -0.419 -1.052 -0.639 0.11
H 3.062 2.288 1.676 -0.239 0.407 0.832 0.09
H 1.633 2.857 4.397 -0.125 -0.534 -1.013 0.12
H 0.604 2.244 3.061 0.839 -0.396 0.269 0.11
H 2.204 0.766 5.038 -0.234 -0.280 -1.065 0.12
H 3.219 0.694 3.557 -1.054 -0.174 0.214 0.11
H -0.048 -1.058 5.103 0.350 0.669 -0.916 0.12
H -0.153 0.690 4.750 0.261 -0.953 -0.687 0.11
H -0.863 -2.371 2.385 -0.759 0.698 -0.066 0.05
H -3.016 -2.661 1.122 -0.074 0.944 0.779 0.11
H -6.239 -1.043 2.041 0.599 -0.322 -0.707 0.08
H -5.519 -0.163 0.647 -0.019 -0.872 0.513 0.06
H -5.396 -1.962 0.643 -0.022 0.661 0.862 0.08
H -4.671 0.901 3.221 0.935 -0.500 0.023 0.09
H -2.458 1.239 4.459 0.192 -0.903 -0.720 0.10
H 2.727 -0.259 0.404 -0.439 -0.189 0.554 0.06
H 3.754 -3.582 2.494 0.228 0.627 -0.807 0.08
H 4.575 -1.988 2.544 -0.759 -0.567 -0.600 0.12
H 5.820 -2.810 0.732 -1.096 0.082 -0.082 0.11
H 4.406 -2.047 -0.169 0.534 -0.776 0.704 0.09
H 5.241 -4.343 -0.968 -0.871 0.129 0.746 0.08
H 3.475 -4.128 -0.778 0.651 -0.397 0.781 0.04
H 4.466 -6.841 0.117 0.034 1.194 -0.186 -0.16
H 0.685 -1.354 -1.397 0.751 -0.800 0.407 0.04
H 2.455 -1.615 -1.394 -0.856 -0.830 0.042 0.01
H 1.284 -2.958 -1.933 0.413 0.564 0.805 0.05
H 0.075 -4.842 0.683 1.099 0.381 0.081 0.03
H 1.631 -5.118 -0.167 -0.159 0.454 0.861 0.02
H 1.597 -4.947 1.657 -0.205 0.377 -0.875 0.02
H 2.965 -1.525 3.881 -0.599 -0.575 -0.782 0.13
H 1.199 -2.797 5.066 0.048 -0.311 -1.149 0.08
H 2.316 -3.798 4.102 -1.076 0.486 -0.265 0.08
H 0.585 -3.536 3.488 0.742 0.398 0.466 0.07
O 0.639 -2.080 -5.425 0.025 0.127 -0.020 0.10
C 0.628 -0.876 -5.584 -0.024 -0.246 0.070 -0.39
C 1.477 -0.228 -6.610 0.089 0.165 -0.106 0.02
C 1.467 1.093 -6.782 0.105 -0.189 -0.069 0.02
C 0.605 1.970 -5.956 -0.028 0.260 -0.003 -0.39
O 0.595 3.173 -6.115 0.024 -0.136 0.007 0.10
C -0.245 1.322 -4.931 -0.100 -0.156 0.133 0.02
C -0.234 0.001 -4.759 -0.072 0.175 0.062 0.02
H 2.101 -0.883 -7.205 -0.026 -0.035 0.026 0.12
H 2.082 1.584 -7.526 -0.025 0.041 0.014 0.12
H -0.868 1.976 -4.335 0.040 0.040 -0.017 0.12
H -0.849 -0.490 -4.014 0.023 -0.033 -0.009 0.12
O -3.147 4.682 -0.909 -0.113 -0.036 0.036 0.10
C -4.270 4.439 -0.516 0.206 0.060 -0.078 -0.38
C -4.542 3.282 0.368 -0.066 -0.165 0.129 0.03
C -5.775 3.016 0.796 0.167 -0.079 0.022 0.02
C -6.924 3.865 0.410 -0.130 -0.065 0.057 -0.37
O -8.050 3.621 0.804 0.132 0.094 -0.053 0.09
C -6.652 5.021 -0.473 0.078 0.045 -0.088 0.03
C -5.420 5.289 -0.902 -0.172 0.064 -0.009 0.03
H -3.690 2.671 0.642 0.015 0.005 -0.005 0.12
H -5.992 2.174 1.442 -0.030 0.013 0.000 0.10
H -7.503 5.631 -0.746 0.102 0.069 -0.066 0.09
H -5.204 6.131 -1.548 0.019 -0.008 0.006 0.13
O 3.819 0.252 -1.009 0.276 0.155 -0.390 0.06
C 4.585 1.005 -1.581 -0.049 0.066 0.044 -0.34
C 4.614 2.450 -1.269 -0.008 0.150 0.031 0.04
C 5.450 3.275 -1.897 -0.145 -0.023 0.135 0.04
C 6.388 2.779 -2.931 0.155 0.206 -0.111 -0.38
O 7.151 3.529 -3.501 -0.084 -0.109 0.059 0.12
C 6.357 1.330 -3.242 -0.070 -0.205 0.015 0.03
C 5.520 0.507 -2.614 0.104 -0.066 -0.107 0.03
H 3.922 2.796 -0.510 -0.030 -0.031 -0.005 0.11
H 5.486 4.335 -1.683 0.024 -0.002 -0.029 0.13
H 7.048 0.984 -4.000 0.009 0.045 0.003 0.12
H 5.484 -0.554 -2.827 -0.029 -0.003 0.028 0.12
O -8.719 7.753 -1.224 -0.144 -0.077 0.045 0.09
C -9.844 7.510 -0.830 0.152 0.044 -0.047 -0.38
C -10.116 6.354 0.053 -0.069 -0.044 0.084 0.03
C -11.347 6.086 0.482 0.174 -0.056 0.006 0.03
C -12.498 6.935 0.095 -0.224 -0.085 0.100 -0.39
O -13.620 6.693 0.488 0.119 0.047 -0.057 0.11
C -12.225 8.093 -0.788 0.126 0.131 -0.118 0.02
C -10.993 8.360 -1.217 -0.168 0.094 -0.029 0.02
H -9.265 5.744 0.326 -0.101 -0.069 0.065 0.09
H -11.564 5.244 1.127 -0.021 0.010 -0.006 0.13
H -13.077 8.703 -1.062 -0.020 -0.034 0.029 0.12
H -10.775 9.201 -1.863 0.040 -0.016 0.002 0.12
O 5.369 -13.663 -0.451 -0.008 0.140 -0.021 0.11
C 5.304 -12.462 -0.611 0.015 -0.270 0.036 -0.39
C 6.095 -11.783 -1.663 0.066 0.174 -0.111 0.02
C 6.025 -10.464 -1.836 0.093 -0.138 -0.086 0.02
C 5.153 -9.623 -0.986 -0.024 0.155 0.000 -0.37
O 5.088 -8.419 -1.146 0.019 -0.194 -0.055 0.07
C 4.362 -10.301 0.065 -0.063 -0.127 0.107 0.03
C 4.431 -11.620 0.239 -0.094 0.184 0.074 0.03
H 6.727 -12.413 -2.275 -0.020 -0.032 0.032 0.12
H 6.596 -9.950 -2.598 -0.023 0.038 0.020 0.12
H 3.730 -9.670 0.678 0.014 0.028 -0.024 0.12
H 3.860 -12.133 1.002 0.024 -0.036 -0.019 0.12